ORCA calculation (ωB97M-V with the def2-TZVPD basis set) on a cluster of 5 separate species, C34H47F3N2O14 in total.

XYZ file:
```
100
Properties=species:S:1:pos:R:3:lowdin_charge:R:1
C -0.77 -0.28 -5.31 -0.09
C 0.38 -1.27 -5.43 -0.25
C 1.53 -0.82 -6.31 -0.18
C 2.28 0.38 -5.81 -0.14
O 2.89 0.00 -4.53 -0.01
N 3.03 1.02 -3.65 -0.05
C 3.85 2.05 -3.92 0.05
C 4.00 3.05 -2.99 0.06
C 3.29 2.98 -1.79 -0.12
C 3.40 4.06 -0.78 -0.11
C 2.26 4.67 -0.28 0.07
C 2.38 5.69 0.63 0.02
N 3.59 6.10 1.04 -0.03
C 3.67 7.29 1.92 -0.04
C 3.55 8.58 1.09 -0.14
O 2.67 8.39 0.00 -0.12
C 3.28 8.25 -1.26 -0.08
C 2.19 8.20 -2.32 -0.56
F 1.05 7.66 -1.84 0.14
F 1.90 9.41 -2.83 0.17
F 2.62 7.41 -3.34 0.12
C 4.71 5.51 0.59 0.02
C 4.65 4.49 -0.32 0.05
C 2.46 1.89 -1.56 0.07
C 2.33 0.91 -2.52 0.08
H -1.21 -0.10 -6.29 0.08
H -1.55 -0.69 -4.67 0.08
H -0.47 0.69 -4.90 0.06
H -0.01 -2.18 -5.87 0.09
H 0.74 -1.56 -4.44 0.11
H 2.22 -1.65 -6.48 0.11
H 1.14 -0.53 -7.29 0.14
H 1.61 1.23 -5.63 0.13
H 3.07 0.69 -6.49 0.13
H 4.38 2.03 -4.86 0.16
H 4.65 3.88 -3.22 0.14
H 1.27 4.37 -0.60 0.15
H 1.52 6.21 1.03 0.16
H 4.61 7.25 2.46 0.14
H 2.85 7.22 2.63 0.14
H 3.11 9.34 1.74 0.14
H 4.53 8.95 0.78 0.14
H 3.96 9.08 -1.47 0.15
H 3.84 7.32 -1.36 0.12
H 5.65 5.89 0.97 0.16
H 5.56 4.03 -0.66 0.14
H 1.89 1.78 -0.65 0.12
H 1.70 0.05 -2.39 0.15
C 1.55 -2.60 3.40 0.00
C 2.03 -1.93 2.14 -0.29
C 2.51 -0.51 2.33 -0.06
O 2.19 0.10 1.06 0.03
C 1.17 -0.61 0.52 -0.57
O 0.59 -0.24 -0.47 0.12
O 0.93 -1.71 1.20 0.12
H 0.94 -3.48 3.17 0.10
H 2.41 -2.92 3.99 0.10
H 0.97 -1.88 3.96 0.06
H 2.77 -2.53 1.61 0.16
H 3.57 -0.41 2.53 0.14
H 1.93 0.00 3.11 0.14
C -4.08 -2.39 5.77 -0.01
C -2.68 -2.19 6.28 -0.30
C -2.52 -1.18 7.39 -0.07
O -1.18 -0.70 7.18 0.08
C -0.89 -0.86 5.88 -0.58
O 0.07 -0.39 5.34 0.12
O -1.82 -1.60 5.26 0.09
H -4.07 -2.91 4.81 0.09
H -4.65 -2.98 6.48 0.07
H -4.59 -1.44 5.64 0.10
H -2.22 -3.14 6.56 0.16
H -2.61 -1.59 8.39 0.14
H -3.21 -0.34 7.28 0.14
C -9.17 -5.89 8.94 -0.02
C -8.13 -5.25 8.06 -0.32
C -6.71 -5.26 8.58 -0.08
O -6.15 -4.08 7.97 0.03
C -7.18 -3.22 7.73 -0.57
O -7.03 -2.09 7.41 0.16
O -8.36 -3.83 7.92 0.09
H -10.17 -5.58 8.62 0.09
H -9.11 -6.97 8.88 0.09
H -9.04 -5.58 9.98 0.09
H -8.16 -5.68 7.05 0.16
H -6.13 -6.13 8.30 0.14
H -6.68 -5.13 9.67 0.14
C -2.14 -6.60 -8.42 -0.02
C -1.19 -5.45 -8.58 -0.32
C 0.05 -5.71 -9.42 -0.08
O 1.00 -4.80 -8.84 0.07
C 0.65 -4.60 -7.56 -0.57
O 1.34 -4.05 -6.75 0.14
O -0.58 -5.09 -7.32 0.09
H -2.82 -6.41 -7.59 0.09
H -2.73 -6.73 -9.32 0.09
H -1.61 -7.52 -8.21 0.09
H -1.71 -4.56 -8.95 0.16
H -0.07 -5.49 -10.48 0.14
H 0.42 -6.73 -9.29 0.14
```

Summary:
E_LUMO	-6.91	eV
calculated total energy	-2785.7545	a.u.
gap between HOMO and LUMO	0.2388	Eh
largest force on an atom	0.78	eV Å⁻¹
total charge	+2


ORCA calculation (ωB97M-V with the def2-TZVPD basis set) on a structure of composition C34H47N10O8P2Sc.

XYZ file:
```
102
Properties=species:S:1:pos:R:3:lowdin_charge:R:1
Sc -1.15 1.06 -0.54 1.23
O -1.53 0.12 -4.70 0.00
C -1.37 0.75 -3.64 -0.50
N -2.14 0.84 -2.56 0.01
C -3.32 0.11 -2.42 -0.21
C -3.91 -0.73 -3.37 -0.01
C -5.07 -1.43 -3.05 -0.10
C -5.65 -1.30 -1.80 -0.11
C -5.08 -0.47 -0.85 -0.04
C -3.92 0.23 -1.14 -0.23
N -3.28 1.10 -0.25 0.00
C -4.01 1.93 0.49 -0.46
O -5.23 1.93 0.68 0.05
C -3.18 3.04 1.09 -0.17
C -3.73 3.83 2.10 0.01
C -2.99 4.88 2.62 -0.04
C -1.73 5.11 2.09 -0.05
C -1.28 4.29 1.07 -0.13
N -1.97 3.27 0.57 0.08
C -0.10 1.55 -3.48 -0.18
C 0.70 1.78 -4.60 0.00
C 1.88 2.49 -4.47 -0.04
C 2.21 2.97 -3.22 -0.04
C 1.37 2.69 -2.15 -0.10
N 0.25 1.98 -2.25 0.06
H -3.47 -0.82 -4.35 0.10
H -5.51 -2.08 -3.79 0.10
H -6.55 -1.86 -1.56 0.10
H -5.52 -0.37 0.13 0.11
H -4.73 3.60 2.44 0.12
H -3.39 5.50 3.41 0.11
H -1.12 5.92 2.46 0.10
H -0.31 4.48 0.63 0.10
H 0.37 1.38 -5.55 0.12
H 2.51 2.68 -5.33 0.11
H 3.11 3.53 -3.05 0.11
H 1.64 3.02 -1.16 0.08
C -2.94 -3.29 -0.49 -0.08
N -1.95 -3.49 -1.53 -0.28
C -1.91 -4.83 -2.06 -0.10
P -0.61 -2.52 -1.49 0.58
O -0.93 -1.09 -1.33 -0.27
O 0.22 -3.07 -0.17 -0.27
P 1.11 -2.04 0.74 0.54
O 0.65 -0.66 0.61 -0.27
N 0.95 -2.69 2.28 -0.28
C 0.85 -4.13 2.43 -0.11
C 0.05 -2.00 3.19 -0.09
N 2.65 -2.24 0.12 -0.28
C 3.45 -3.42 0.33 -0.11
C 3.44 -1.05 -0.15 -0.09
N 0.34 -2.93 -2.79 -0.28
C 1.34 -3.98 -2.64 -0.11
C 0.78 -1.85 -3.67 -0.07
H -3.93 -3.47 -0.91 0.09
H -2.89 -2.26 -0.15 0.08
H -2.77 -3.98 0.35 0.09
H -2.92 -5.12 -2.35 0.09
H -1.55 -5.56 -1.32 0.09
H -1.28 -4.86 -2.94 0.07
H 1.41 -4.63 1.65 0.06
H -0.19 -4.46 2.37 0.09
H 1.25 -4.42 3.41 0.09
H -0.01 -0.95 2.92 0.05
H 0.44 -2.10 4.21 0.09
H -0.95 -2.43 3.16 0.09
H 2.85 -4.32 0.22 0.07
H 3.92 -3.42 1.32 0.09
H 4.24 -3.44 -0.43 0.09
H 2.79 -0.18 -0.19 0.06
H 3.93 -1.16 -1.13 0.09
H 4.21 -0.89 0.60 0.08
H 1.01 -4.69 -1.89 0.07
H 2.31 -3.57 -2.35 0.08
H 1.45 -4.49 -3.60 0.09
H -0.08 -1.28 -3.98 0.06
H 1.24 -2.30 -4.55 0.10
H 1.51 -1.19 -3.18 0.09
C 3.12 -0.10 3.19 -0.08
C 3.67 1.30 3.00 -0.15
C 2.58 2.35 2.68 -0.29
C 3.21 3.76 2.80 -0.17
C 2.22 4.86 2.44 -0.07
C 1.50 2.20 3.72 -0.43
O 1.64 2.46 4.89 0.12
N 0.33 1.67 3.25 0.24
C -0.01 1.51 1.92 -0.58
O -1.11 0.98 1.66 -0.06
N 0.81 1.90 0.95 0.14
C 2.12 2.17 1.23 -0.45
O 2.95 2.27 0.35 0.05
H 3.93 -0.83 3.23 0.08
H 2.45 -0.38 2.38 0.04
H 2.56 -0.17 4.12 0.08
H 4.39 1.31 2.17 0.12
H 4.20 1.61 3.90 0.13
H 4.08 3.81 2.14 0.12
H 3.55 3.90 3.83 0.12
H 1.90 4.75 1.41 0.06
H 2.67 5.84 2.56 0.08
H 1.34 4.80 3.08 0.07
H -0.39 1.46 3.93 0.17
```

Summary:
E_LUMO	0.29	eV
calculated total energy	-3917.2131	a.u.
gap between HOMO and LUMO	0.2677	Eh
energy relative to the best compared isomer or geometry (same formula, charge and spin)	35.8	kcal/mol
largest force on an atom	1.51	eV Å⁻¹


ORCA calculation (ωB97M-V with the def2-TZVPD basis set) on a structure of composition C34H49AsNO4P2Si3Zr.

XYZ file:
```
95
Properties=species:S:1:pos:R:3:lowdin_charge:R:1
Zr 1.60 -0.31 -0.42 1.56
O 0.01 -1.51 -0.54 -0.51
P -1.35 -1.64 -1.32 0.87
C -1.30 -0.41 -2.67 -0.27
P -0.72 1.26 -2.24 0.87
O 0.37 1.09 -1.12 -0.51
C 0.04 1.94 -3.68 -0.31
C 1.33 2.48 -3.65 -0.07
C 1.86 3.05 -4.80 -0.03
C 1.11 3.08 -5.97 -0.02
C -0.18 2.55 -6.00 -0.03
C -0.72 1.98 -4.86 -0.06
C -2.05 2.28 -1.68 -0.30
C -3.37 1.84 -1.61 -0.07
C -4.36 2.73 -1.23 -0.04
C -4.04 4.05 -0.93 -0.02
C -2.72 4.49 -1.00 -0.03
C -1.72 3.61 -1.39 -0.06
C -1.49 -3.24 -2.04 -0.31
C -1.98 -3.42 -3.34 -0.06
C -2.14 -4.71 -3.83 -0.03
C -1.79 -5.80 -3.04 -0.02
C -1.30 -5.62 -1.76 -0.03
C -1.15 -4.34 -1.25 -0.06
C -2.70 -1.26 -0.24 -0.30
C -2.58 -0.26 0.72 -0.10
C -3.69 0.11 1.46 -0.06
C -4.91 -0.52 1.24 -0.02
C -5.03 -1.53 0.28 -0.03
C -3.92 -1.90 -0.46 -0.05
H -2.28 -0.36 -3.14 0.09
H -0.59 -0.79 -3.42 0.10
H 1.91 2.46 -2.74 0.09
H 2.85 3.47 -4.78 0.12
H 1.53 3.52 -6.86 0.13
H -0.76 2.58 -6.91 0.13
H -1.73 1.59 -4.88 0.12
H -3.64 0.82 -1.83 0.10
H -5.39 2.40 -1.18 0.12
H -4.82 4.74 -0.64 0.13
H -2.48 5.52 -0.78 0.12
H -0.70 3.97 -1.49 0.12
H -2.26 -2.58 -3.96 0.11
H -2.52 -4.86 -4.83 0.13
H -1.91 -6.80 -3.44 0.13
H -1.03 -6.48 -1.15 0.12
H -0.77 -4.20 -0.24 0.11
H -1.63 0.23 0.90 0.09
H -3.62 0.89 2.21 0.12
H -5.78 -0.23 1.82 0.13
H -5.97 -2.02 0.13 0.13
H -4.00 -2.70 -1.19 0.12
O 3.06 0.24 -2.02 -0.22
N 2.95 -0.83 -2.68 -0.06
O 2.32 -1.70 -2.01 -0.20
C 0.12 -2.50 4.07 -0.20
Si 0.40 -0.67 4.23 0.36
C 1.57 -0.20 5.58 -0.19
C -1.15 0.32 4.22 -0.19
As 1.67 -0.02 2.23 0.80
Si 3.47 -1.56 1.94 0.29
C 2.61 -3.12 1.40 -0.19
C 4.50 -1.72 3.46 -0.18
C 4.43 -0.97 0.42 -0.21
Si 2.33 2.30 2.16 0.32
C 3.19 2.52 0.51 -0.20
C 3.42 2.73 3.59 -0.18
C 0.70 3.19 2.13 -0.20
H -0.55 -2.79 4.89 0.06
H 1.03 -3.08 4.18 0.03
H -0.38 -2.76 3.13 0.03
H 1.11 -0.46 6.54 0.06
H 1.76 0.88 5.60 0.03
H 2.52 -0.72 5.52 0.03
H -1.64 0.18 5.18 0.06
H -1.84 -0.03 3.44 0.01
H -0.98 1.39 4.09 0.03
H 1.93 -3.53 2.14 0.03
H 3.37 -3.89 1.18 0.07
H 2.04 -3.00 0.46 0.01
H 3.93 -2.19 4.27 0.04
H 4.88 -0.76 3.82 0.04
H 5.36 -2.37 3.26 0.06
H 4.31 -1.63 -0.44 0.04
H 5.49 -1.09 0.70 0.08
H 4.39 0.08 0.10 0.00
H 4.20 2.12 0.48 0.04
H 3.28 3.59 0.33 0.07
H 2.63 2.16 -0.37 -0.02
H 4.29 2.08 3.65 0.04
H 2.88 2.68 4.53 0.03
H 3.78 3.75 3.47 0.06
H 0.09 2.89 1.28 0.02
H 0.88 4.27 2.06 0.06
H 0.13 3.02 3.04 0.02
```

Summary:
E_LUMO	-8.70	eV
calculated total energy	-5514.0842	a.u.
gap between HOMO and LUMO	0.2959	Eh
energy relative to the best compared isomer or geometry (same formula, charge and spin)	0.0	kcal/mol
largest force on an atom	0.62	eV Å⁻¹
total charge	+3


ORCA calculation (ωB97M-V with the def2-TZVPD basis set) on a structure of composition C34H49FeN18O4P2S.

XYZ file:
```
109
Properties=species:S:1:pos:R:3:mulliken_spin:R:1
Fe -0.71 0.57 1.05 3.76
C -2.65 3.48 5.17 0.00
C -1.38 4.28 4.92 0.00
N -0.80 4.11 3.59 0.00
C -1.11 5.13 2.59 0.00
C -2.61 5.27 2.34 0.00
C -0.13 2.97 3.31 -0.01
S 0.77 2.76 1.87 0.02
N -0.03 2.12 4.33 0.01
C -0.18 0.82 4.26 -0.01
O -0.73 0.19 3.32 0.04
C 0.26 0.10 5.50 0.00
C 0.17 0.72 6.74 0.00
C 0.60 0.08 7.89 0.00
C 1.13 -1.20 7.82 0.00
C 1.23 -1.82 6.59 0.00
C 0.79 -1.18 5.44 0.00
H -2.96 3.59 6.21 0.00
H -2.47 2.42 4.97 0.00
H -3.46 3.81 4.52 0.00
H -0.62 3.99 5.64 0.00
H -1.58 5.35 5.04 0.00
H -0.62 4.84 1.66 0.00
H -0.69 6.09 2.92 0.00
H -3.05 4.28 2.19 0.00
H -2.78 5.85 1.44 0.00
H -3.12 5.75 3.18 0.00
H -0.24 1.72 6.79 0.00
H 0.51 0.59 8.85 0.00
H 1.45 -1.70 8.72 0.00
H 1.66 -2.82 6.51 0.00
H 0.88 -1.68 4.48 0.00
N -4.24 1.14 0.25 0.00
C -3.80 -0.15 0.49 0.00
N -4.56 -1.22 0.32 0.00
N -3.77 -2.25 0.65 0.01
N -2.61 -1.83 1.00 0.00
N -2.58 -0.48 0.92 0.07
C -3.36 2.17 -0.01 0.01
N -3.71 3.25 -0.68 0.00
N -2.59 3.99 -0.74 0.01
N -1.63 3.39 -0.12 0.00
N -2.08 2.22 0.39 0.05
H -5.11 1.20 -0.24 0.00
C 0.37 -3.23 2.97 0.00
N 1.73 -3.37 2.43 0.00
C 1.96 -4.72 1.94 0.00
P 2.34 -2.10 1.55 0.00
O 1.77 -0.77 1.77 -0.01
O 2.22 -2.59 -0.01 0.00
P 1.26 -1.79 -1.06 0.02
O 0.03 -1.18 -0.53 0.03
N 1.01 -2.98 -2.18 0.00
C 1.83 -4.16 -2.34 0.00
C -0.30 -3.05 -2.81 0.00
N 2.27 -0.66 -1.75 0.00
C 3.60 -1.13 -2.12 0.00
C 2.28 0.69 -1.18 -0.02
N 4.01 -2.06 1.66 0.00
C 4.85 -3.17 1.25 0.00
C 4.58 -1.26 2.74 0.00
H 0.28 -3.89 3.83 0.00
H -0.40 -3.47 2.24 0.00
H 0.18 -2.20 3.29 0.00
H 1.77 -5.41 2.76 0.00
H 2.99 -4.84 1.62 0.00
H 1.30 -4.98 1.11 0.00
H 2.72 -4.10 -1.70 0.00
H 2.15 -4.25 -3.38 0.00
H 1.27 -5.06 -2.07 0.00
H -0.85 -2.14 -2.60 0.00
H -0.87 -3.91 -2.42 0.00
H -0.19 -3.16 -3.89 0.00
H 3.52 -2.06 -2.67 0.00
H 4.24 -1.28 -1.25 0.00
H 4.06 -0.38 -2.77 0.00
H 1.29 0.93 -0.80 0.02
H 2.54 1.40 -1.97 0.00
H 3.00 0.78 -0.36 0.00
H 4.38 -3.70 0.42 0.00
H 5.02 -3.88 2.07 0.00
H 5.81 -2.78 0.92 0.00
H 3.88 -0.46 3.00 0.00
H 5.51 -0.81 2.39 0.00
H 4.78 -1.86 3.63 0.00
N -0.58 1.37 -6.98 0.00
C -0.96 0.97 -8.23 0.00
C -0.50 1.28 -9.50 0.00
C -1.14 0.67 -10.57 0.00
C -2.20 -0.22 -10.37 0.00
C -2.65 -0.55 -9.10 0.00
C -2.01 0.05 -8.02 0.00
N -2.24 -0.08 -6.67 0.00
C -1.39 0.71 -6.07 0.00
C -1.27 0.88 -4.63 0.00
C -0.43 1.83 -4.05 0.00
C -0.34 1.88 -2.67 0.01
N -1.00 1.06 -1.85 -0.01
C -1.84 0.19 -2.41 0.01
C -2.01 0.06 -3.78 0.00
H 0.15 2.02 -6.75 0.00
H 0.32 1.97 -9.66 0.00
H -0.81 0.89 -11.58 0.00
H -2.67 -0.68 -11.23 0.00
H -3.46 -1.24 -8.95 0.00
H 0.13 2.54 -4.64 0.00
H 0.28 2.63 -2.18 0.00
H -2.39 -0.44 -1.72 0.00
H -2.69 -0.66 -4.20 0.00
```

Summary:
E_LUMO (alpha / beta)	1.93 / 1.93	eV
calculated total energy	-4956.4918	a.u.
gap between HOMO and LUMO (alpha / beta)	0.2445 / 0.2443	Eh
largest force on an atom	1.32	eV Å⁻¹
total charge	-1
multiplicity	5


ORCA calculation (ωB97M-V with the def2-TZVPD basis set) on a structure of composition C34H49NO2Os.

XYZ file:
```
87
Properties=species:S:1:pos:R:3:mulliken_spin:R:1
Os 13.78 7.50 5.46 1.59
C 18.94 5.56 10.73 0.02
C 17.41 5.68 10.68 0.06
C 17.06 6.82 11.63 0.03
C 16.76 4.40 11.15 0.02
C 16.95 6.08 9.27 0.04
C 15.54 6.36 9.07 0.02
C 15.22 6.76 7.80 0.13
N 13.94 7.28 7.37 0.03
C 12.70 7.27 8.10 0.02
C 12.52 7.19 9.37 0.11
C 11.13 7.17 9.96 -0.09
C 10.11 7.25 9.03 0.09
C 10.20 7.22 7.69 0.23
C 11.56 7.27 7.16 0.24
O 11.85 7.28 5.94 0.24
C 8.91 6.95 6.85 -0.01
C 9.14 5.88 5.81 0.01
C 7.71 6.46 7.70 0.00
C 8.55 8.41 6.34 0.02
C 10.98 7.05 11.44 0.09
C 11.63 5.76 11.92 0.05
C 11.79 8.24 12.03 0.04
C 9.59 7.19 11.95 0.01
C 16.18 6.84 6.74 0.20
O 15.74 6.89 5.51 0.20
C 17.60 6.85 7.04 0.07
C 17.90 6.42 8.30 0.12
C 18.52 7.29 5.93 0.02
C 18.44 6.31 4.79 0.02
C 18.14 8.80 5.55 0.01
C 20.07 7.42 6.34 0.00
H 19.24 5.16 11.74 0.00
H 19.46 6.48 10.59 0.00
H 19.23 4.74 10.11 0.00
H 17.53 6.64 12.61 0.00
H 15.99 6.87 11.81 0.00
H 17.28 7.80 11.16 -0.01
H 17.33 4.11 12.07 0.00
H 16.70 3.61 10.40 0.00
H 15.74 4.49 11.51 0.00
H 14.86 6.02 9.85 -0.01
H 13.38 7.09 10.02 0.01
H 9.11 7.27 9.49 0.00
H 9.55 4.97 6.26 0.00
H 9.81 6.11 5.01 0.00
H 8.25 5.57 5.26 0.00
H 7.88 5.41 7.92 0.00
H 6.73 6.46 7.16 0.00
H 7.49 7.07 8.61 0.00
H 9.47 8.97 5.91 0.00
H 8.15 9.04 7.13 0.00
H 7.76 8.46 5.54 0.00
H 12.69 5.69 11.74 -0.01
H 11.09 4.89 11.52 0.00
H 11.59 5.63 12.98 0.00
H 12.69 8.51 11.50 0.00
H 11.97 8.11 13.10 0.01
H 11.19 9.09 11.94 0.00
H 8.94 6.42 11.54 0.00
H 9.17 8.22 11.83 0.00
H 9.53 6.95 13.04 0.00
H 18.94 6.24 8.49 0.00
H 17.50 6.38 4.21 -0.01
H 18.61 5.29 5.11 0.00
H 19.30 6.47 4.15 0.00
H 17.19 8.85 5.07 -0.01
H 18.90 9.26 4.88 0.00
H 18.09 9.36 6.48 0.00
H 20.60 6.48 6.56 0.00
H 20.22 8.11 7.18 0.00
H 20.60 7.87 5.45 0.00
C 15.06 12.48 4.41 0.02
C 14.56 11.95 5.78 0.03
C 13.29 12.70 6.22 0.03
C 15.64 11.98 6.87 0.04
C 14.25 10.51 5.62 0.24
C 14.10 9.31 5.43 0.03
H 15.48 13.49 4.45 0.00
H 14.21 12.47 3.67 0.00
H 15.81 11.79 4.02 -0.01
H 13.48 13.76 6.40 0.00
H 12.94 12.41 7.21 0.00
H 12.40 12.62 5.55 0.00
H 16.19 12.89 6.81 0.00
H 16.38 11.17 6.71 -0.01
H 15.22 11.85 7.85 0.00
```

Summary:
E_LUMO (alpha / beta)	-7.26 / -8.83	eV
calculated total energy	-1620.0498	a.u.
gap between HOMO and LUMO (alpha / beta)	0.2574 / 0.1991	Eh
energy relative to the best compared isomer or geometry (same formula, charge and spin)	35.5	kcal/mol
largest force on an atom	4.80	eV Å⁻¹
total charge	+2
multiplicity	5